C4H10O | ωB97M-V with the def2-TZVPD basis set

The calculation puts the HOMO energy at -8.39 eV. Its energy above the lowest of the compared OMol25 structures with the same formula, charge and spin is 70.8 kcal/mol. The calculation puts the electronic energy at -6354.7349 eV. The LUMO energy is 1.1 eV. The spin multiplicity is 1. The calculation puts the HOMO-LUMO gap at 0.3483 Ha.

Cartesian coordinates (Å):
C 2.00900 -0.42714 -0.56506
O 0.66312 -0.87017 -0.78668
C -0.17276 0.04774 -1.20101
C -1.51446 -0.61296 -1.35955
C -0.47614 1.01160 1.93726
H 2.39401 -0.98046 0.29351
H 2.01153 0.64781 -0.37762
H 2.60328 -0.65796 -1.45205
H -0.34162 1.23278 0.87372
H -1.54847 -1.67294 -1.07694
H -1.83362 -0.49124 -2.40227
H -2.23315 -0.03870 -0.76159
H -1.32021 1.58606 2.32755
H 0.43119 1.28282 2.48409
H -0.67168 -0.05725 2.06664

Forces on the atoms, in the same order (eV/Å):
C 0.3 0.1 0.0
O -0.3 0.3 -0.1
C -0.1 -0.5 0.0
C 0.0 0.1 0.0
C 0.0 0.0 0.0
H -0.1 0.1 -0.1
H 0.0 -0.1 0.0
H -0.1 0.0 0.1
H 0.0 0.0 0.2
H 0.0 0.1 0.0
H 0.1 0.0 0.1
H 0.1 -0.1 -0.1
H 0.1 -0.1 0.0
H -0.1 0.0 -0.1
H 0.0 0.2 0.0